{"formula": "C4H14N3", "method": "wB97M-V/def2-TZVPD", "total_energy_ev": -8838.859, "charge": 1, "e_lumo_ev": -3.66, "e_above_lowest_kcal_mol": 26.8, "orbital_gap_ev": 9.74, "species": ["C", "N", "C", "N", "H", "H", "H", "H", "H", "H", "H", "C", "C", "N", "H", "H", "H", "H", "H", "H", "H"], "positions_angstrom": [[-0.612, 2.490, -1.452], [-0.814, 1.896, -0.181], [0.127, 1.461, 0.644], [-0.056, 1.019, 1.905], [-1.206, 3.390, -1.482], [-1.003, 1.812, -2.262], [0.415, 2.785, -1.574], [-1.768, 1.585, 0.026], [1.175, 1.511, 0.355], [-0.900, 0.475, 2.043], [0.815, 0.550, 2.176], [1.540, -1.769, 0.022], [0.123, -2.312, 0.244], [-0.877, -1.324, -0.203], [1.520, -0.716, 0.047], [2.259, -2.114, 0.804], [1.990, -2.078, -0.946], [0.035, -3.258, -0.291], [-0.077, -2.467, 1.309], [-0.852, -1.342, -1.225], [-1.834, -1.593, 0.043]]}